No. 1
C18H37N5O9 | ωB97M-V with the def2-TZVPD basis set

Largest force on an atom = 7.54 eV/A
2S+1 = 1
HOMO level = -9.295 eV

Last columns: bonded neighbours and bond lengths (Å).
Element x y z (Å)
1 O -1.7679 -4.1060 2.1838  C2 1.224
2 C -2.6444 -3.3325 1.8216  O1 1.224, N3 1.304, C4 1.528
3 N -2.3935 -2.3202 1.0388  C2 1.304, H5 1.010, H6 1.010
4 C -4.1200 -3.5137 2.1748  C2 1.528, H7 1.090, H8 1.090, H9 1.090
5 H -3.0510 -1.9076 0.3925  N3 1.010
6 H -1.4373 -2.1170 0.7848  N3 1.010
7 H -4.2001 -4.4332 2.7547  C4 1.090
8 H -4.8850 -3.5405 1.3988  C4 1.090
9 H -4.0807 -2.6038 2.7737  C4 1.090
10 O 1.6581 5.0306 0.2998  C11 1.252
11 C 1.2089 4.2258 -0.5473  O10 1.252, N12 1.352, C13 1.590
12 N 2.1214 3.5391 -1.2712  C11 1.352, H14 1.010, H15 1.010
13 C -0.3359 3.9072 -0.7471  C11 1.590, H16 1.090, H17 1.090, H18 1.090
14 H 3.0209 3.9970 -1.2346  N12 1.010
15 H 1.9628 2.7289 -1.8529  N12 1.010
16 H -0.6156 4.4096 -1.6731  C13 1.090
17 H -0.7486 4.4270 0.1175  C13 1.090
18 H -0.6435 2.8620 -0.7179  C13 1.090
19 O 3.6498 -4.7879 -2.0119  C20 1.182
20 C 4.0714 -4.3759 -0.9869  O19 1.182, N21 1.325, C22 1.505
21 N 4.1864 -5.3163 -0.0604  C20 1.325, H23 1.010, H24 1.010
22 C 4.3724 -2.9400 -0.6503  C20 1.505, H25 1.090, H26 1.090, H27 1.090
23 H 3.7852 -6.1963 -0.3518  N21 1.010
24 H 4.4566 -5.1885 0.9043  N21 1.010
25 H 4.6365 -2.9045 0.4067  C22 1.090
26 H 3.5066 -2.3509 -0.9525  C22 1.090
27 H 5.1327 -2.6976 -1.3927  C22 1.090
28 O -0.7234 -0.2837 4.1117  C29 1.205
29 C -1.6675 0.3235 3.6736  O28 1.205, N30 1.237, C31 1.495
30 N -1.8807 0.4597 2.4622  C29 1.237, H32 1.010, H33 1.010
31 C -2.6587 1.0505 4.5245  C29 1.495, H34 1.090, H35 1.090, H36 1.090
32 H -2.5535 1.1214 2.1022  N30 1.010
33 H -1.3132 -0.0952 1.8376  N30 1.010
34 H -2.8257 2.0140 4.0428  C31 1.090
35 H -2.2503 1.2802 5.5086  C31 1.090
36 H -3.6437 0.6352 4.7376  C31 1.090
37 O -2.1830 2.8745 -3.2992  C38 1.222
38 C -3.1250 2.4383 -3.9447  O37 1.222, N39 1.312, C40 1.548
39 N -3.8908 3.2237 -4.6652  C38 1.312, H41 1.010, H42 1.010
40 C -3.3062 0.9011 -3.9328  C38 1.548, H43 1.090, H44 1.090, H45 1.090
41 H -3.5119 4.0890 -5.0228  N39 1.010
42 H -4.5158 2.5873 -5.1389  N39 1.010
43 H -4.0868 0.6236 -4.6411  C40 1.090
44 H -3.6988 0.5557 -2.9764  C40 1.090
45 H -2.3257 0.4541 -4.0971  C40 1.090
46 O -1.1268 0.2599 -0.6541  C47 1.244
47 C -0.3764 -0.3225 -1.4573  O46 1.244, O48 1.314, C51 1.521
48 O -0.2986 -1.6340 -1.4944  C47 1.314, C49 1.394
49 C 0.7427 -2.0774 -2.3089  O48 1.394, C50 1.568, H52 1.090, H53 1.090
50 C 1.5191 -0.7767 -2.7124  C49 1.568, C51 1.507, H54 1.090, H55 1.090
51 C 0.6050 0.3761 -2.3851  C47 1.521, C50 1.507, H56 1.090, H57 1.090
52 H 0.0854 -2.4374 -3.1005  C49 1.090
53 H 1.2862 -2.9849 -2.0461  C49 1.090
54 H 1.8146 -0.7836 -3.7615  C50 1.090
55 H 2.3215 -0.6911 -1.9797  C50 1.090
56 H 0.0581 0.6829 -3.2766  C51 1.090
57 H 1.0567 1.1135 -1.7215  C51 1.090
58 O 2.9382 -0.3114 0.3730  C59 1.225
59 C 2.6534 0.4028 1.3267  O58 1.225, O60 1.334, C63 1.514
60 O 3.5586 1.2198 1.8686  C59 1.334, C61 1.447
61 C 3.0495 1.9676 2.9982  O60 1.447, C62 1.569, H64 1.090, H65 1.090
62 C 1.4988 1.7346 2.9461  C61 1.569, C63 1.501, H66 1.090, H67 1.090
63 C 1.3174 0.5662 2.0208  C59 1.514, C62 1.501, H68 1.090, H69 1.090
64 H 3.1451 3.0270 2.7602  C61 1.090
65 H 3.5197 1.5390 3.8833  C61 1.090
66 H 0.8811 2.6077 2.7359  C62 1.090
67 H 1.2075 1.6104 3.9891  C62 1.090
68 H 0.4553 0.4123 1.3719  C63 1.090
69 H 1.4021 -0.2482 2.7404  C63 1.090

Atomic partial charges in e from the natural (NBO) method, atoms 1 to 5:
1 O -0.623
2 C 0.668
3 N -0.821
4 C -0.723
5 H 0.396

=====

No. 2
C8H10N5O | ωB97M-V with the def2-TZVPD basis set

Energy above the lowest of the compared OMol25 structures with the same formula, charge and spin = 497.7 kJ/mol
Largest force on an atom = 2.99 eV/A
2S+1 = 1
HOMO level (spin up / spin down) = -12.522 / -12.521 eV
Total charge = +1

Last columns: bonded neighbours and bond lengths (Å).
Element x y z (Å)
1 C -1.7892 1.4406 0.2233  C2 1.342, C5 1.448, H15 1.080
2 C -0.7228 2.2485 0.1197  C1 1.342, C6 1.495, H16 1.080
3 C 0.4574 -2.5374 -0.4812  C4 1.356, C7 1.499, H17 1.076
4 C -0.4731 -1.7638 -1.0935  C3 1.356, N12 1.325, H18 1.087
5 C -1.8415 0.0310 -0.1037  C1 1.448, N12 1.259, H19 1.094
6 C 0.5863 1.8896 -0.5069  C2 1.495, C8 1.559, H20 1.092, H21 1.091
7 C 1.0438 -2.2397 0.8662  C3 1.499, N10 1.442, H22 1.091, H23 1.089
8 C 1.5531 1.2151 0.5141  C6 1.559, N11 1.401, N13 1.499, H24 1.095
9 N 2.6345 -0.6847 -0.0751  N10 1.323, N13 1.290
10 N 1.6001 -0.9176 0.7169  C7 1.442, N9 1.323, N11 1.264
11 N 0.9735 0.0989 1.1321  C8 1.401, N10 1.264
12 N -0.9011 -0.5819 -0.6730  C4 1.325, C5 1.259
13 N 2.7070 0.5955 -0.2149  C8 1.499, N9 1.290, O14 1.198
14 O 3.5254 1.2077 -0.8403  N13 1.198
15 H -2.7012 1.8315 0.6500  C1 1.080
16 H -0.8001 3.2598 0.4917  C2 1.080
17 H 0.8653 -3.3701 -1.0273  C3 1.076
18 H -0.7873 -2.0344 -2.0982  C4 1.087
19 H -2.7430 -0.4998 0.2158  C5 1.094
20 H 0.4159 1.1903 -1.3284  C6 1.092
21 H 1.0820 2.7838 -0.8863  C6 1.091
22 H 0.3048 -2.1803 1.6668  C7 1.091
23 H 1.8368 -2.9428 1.1159  C7 1.089
24 H 1.8994 1.9693 1.2279  C8 1.095

Atomic partial charges in e from the natural (NBO) method, atoms 1 to 5:
1 C -0.239
2 C -0.107
3 C -0.315
4 C 0.047
5 C 0.169

=====

No. 3
C3H5FOSi | ωB97M-V with the def2-TZVPD basis set

Energy above the lowest of the compared OMol25 structures with the same formula, charge and spin = 0.0 kJ/mol
Largest force on an atom = 3.83 eV/A
2S+1 = 1
HOMO level (spin up / spin down) = -7.417 / -8.653 eV

Last columns: bonded neighbours and bond lengths (Å).
Element x y z (Å)
1 C 0.6550 0.0737 1.4103  C2 1.400, H7 1.081, H8 1.099
2 C 0.1036 -0.1188 0.1379  C1 1.400, C3 1.358, H9 1.139
3 C 0.4717 -0.6682 -1.0483  C2 1.358, O4 1.325, H10 1.179
4 O -0.1882 -0.5399 -2.1901  C3 1.325, Si6 1.721
5 F -1.1723 0.2881 -4.3789  Si6 1.607
6 Si -1.6726 -0.0085 -2.8813  O4 1.721, F5 1.607, H11 1.466
7 H 0.2258 0.8136 2.0716  C1 1.081
8 H 1.4742 -0.5291 1.8270  C1 1.099
9 H -0.8359 0.5075 -0.0096  C2 1.139
10 H 1.4577 -1.3108 -1.1144  C3 1.179
11 H -2.2102 1.3355 -2.6515  Si6 1.466

Atomic partial charges in e from the natural (NBO) method, atoms 1 to 5:
1 C -0.353
2 C -0.337
3 C 0.193
4 O -0.833
5 F -0.666